No. 1
{
  "formula": "C4H19NO5",
  "method": "ωB97M-V/def2-TZVPD",
  "elements": ["C", "C", "C", "C", "N", "H", "H", "H", "H", "H", "H", "H", "H", "H", "O", "H", "H", "O", "H", "H", "O", "H", "H", "O", "H", "H", "O", "H", "H"],
  "coordinates": [[1.4861, -1.7269, -0.0308], [0.9678, -1.7033, 1.1900], [-0.4779, -1.7636, 1.6239], [-1.0392, -0.6038, 2.3799], [-1.1370, 0.6447, 1.5901], [0.8068, -1.7581, -0.8862], [2.5442, -1.5483, -0.1659], [1.6035, -1.8850, 2.0597], [-1.0725, -2.0687, 0.7524], [-0.5215, -2.7247, 2.1527], [-0.5424, -0.3217, 3.3117], [-2.0640, -0.7739, 2.7328], [-0.5610, 1.3558, 2.0058], [-1.1212, 0.5585, 0.5872], [-2.1897, 0.9865, -1.4162], [-2.3308, 1.9276, -1.5545], [-1.4414, 0.7442, -1.9660], [1.1734, 3.3053, 0.7329], [0.9093, 3.0164, -0.1410], [1.9405, 2.8454, 1.0707], [0.5956, 1.1853, -3.1357], [0.2516, 0.5647, -2.4866], [1.2449, 1.6871, -2.6116], [2.0786, 1.1819, -0.8661], [1.7811, 0.9633, 0.0324], [1.7264, 0.3776, -1.2700], [-1.1482, -1.3742, -1.8142], [-1.4925, -1.9196, -2.5325], [-1.9706, -1.1723, -1.3448]],
  "atomic_forces_ev_per_a": [[-0.60, 0.69, 0.00], [-0.11, -0.49, 1.02], [0.46, -2.05, -1.16], [-1.22, 1.64, 0.01], [0.13, -0.52, 0.95], [0.37, 0.15, 0.11], [0.13, -0.63, -0.14], [0.44, 0.76, -0.20], [-0.24, 0.82, -0.09], [-0.18, 0.34, 0.74], [0.57, -0.45, -0.15], [0.10, -0.77, -0.19], [0.16, 0.29, -0.72], [0.15, 0.17, 0.00], [-0.18, 0.18, 0.23], [0.00, 0.01, 0.02], [-0.14, 0.15, -0.27], [-0.74, 0.86, 0.79], [0.59, -0.43, -0.04], [0.15, -0.19, -0.55], [0.12, 0.26, 0.12], [-0.01, -0.30, -0.21], [-0.31, -0.05, -0.35], [-0.39, -0.71, 0.57], [0.22, 0.44, 0.14], [0.50, -0.06, -0.42], [-0.55, -0.39, -0.27], [0.39, -0.03, -0.18], [0.19, 0.30, 0.23]],
  "homo_lumo_gap_ev": 9.1,
  "largest_force_ev_per_a": 2.40,
  "relative_energy_kj_mol": 177.8,
  "total_energy_ha": -594.6931,
  "smiles": "C=CCCN.O.O.O.O.O"
}

***

No. 2
{
  "formula": "C4H20N2O4S",
  "method": "ωB97M-V/def2-TZVPD",
  "elements": ["C", "N", "C", "C", "S", "C", "N", "H", "H", "H", "H", "H", "H", "H", "H", "H", "H", "H", "H", "H", "H", "O", "H", "H", "O", "H", "H", "O", "H", "H", "O"],
  "coordinates": [[0.3957, -0.2938, -2.4970], [0.3139, -0.1045, -1.0331], [-0.0704, -1.2162, -0.1575], [0.9567, -2.3293, -0.3250], [2.6061, -1.8071, 0.2838], [-1.4858, -1.7538, -0.4939], [-2.4306, -0.8379, 0.1959], [1.4442, -0.4010, -2.7474], [-0.0723, 0.5901, -2.9278], [-0.2574, -1.0962, -2.8450], [-0.0415, 0.7942, -0.7464], [-0.0376, -0.8197, 0.8570], [1.1582, -2.5430, -1.3683], [0.7345, -3.3061, 0.1059], [2.8768, -2.5937, 1.3015], [-1.6513, -1.8179, -1.5592], [-1.5219, -2.7268, 0.0126], [-3.2762, -0.7073, -0.3373], [-1.9605, 0.0581, 0.1754], [-1.7249, 2.9565, 0.6209], [-2.3935, 2.7213, -0.7507], [-1.8650, 2.2828, -0.0577], [-0.7926, 1.8578, 3.7604], [-0.7089, 0.9940, 2.6126], [-0.5782, 0.9074, 3.5723], [1.9135, 0.7492, -0.4433], [3.1013, 1.9320, -0.3356], [2.4545, 1.3858, 0.0886], [1.3093, 2.4361, 0.9792], [0.9765, 2.1029, 2.4164], [0.6274, 2.5864, 1.6427]],
  "atomic_forces_ev_per_a": [[-1.00, 0.66, 1.41], [0.85, -0.26, 0.15], [-0.16, -0.24, -1.59], [0.97, -0.38, 0.39], [0.31, 0.76, -0.72], [0.19, 0.58, 2.22], [0.64, -0.52, -0.44], [0.01, -0.22, -0.69], [0.47, 0.22, -0.31], [0.44, -0.37, -0.04], [-0.62, 0.09, -0.06], [-0.17, -0.22, 0.12], [-0.29, 0.12, -0.34], [-0.40, 0.28, 0.27], [-0.38, -0.69, 0.50], [0.06, -0.27, -0.33], [-0.38, -0.16, -0.52], [-0.20, 0.04, -0.12], [-0.49, 0.57, 0.15], [0.15, 0.24, 0.05], [-0.01, 0.06, 0.05], [0.05, -0.51, -0.25], [0.24, -1.13, 0.38], [0.06, -0.62, -0.09], [-0.47, 1.71, -0.22], [0.47, 0.53, -0.29], [0.19, -0.07, -1.02], [-0.40, -0.25, 1.08], [0.22, -0.25, -0.44], [-0.17, 0.29, -0.45], [-0.20, 0.03, 1.15]],
  "homo_lumo_gap_ev": [2.0, 8.8],
  "largest_force_ev_per_a": 2.31,
  "charge": -1,
  "spin_multiplicity": 2,
  "relative_energy_kj_mol": 0.0,
  "total_energy_ha": -972.9980
}

***

No. 3
{
  "formula": "C4H20N2O6",
  "method": "ωB97M-V/def2-TZVPD",
  "elements": ["O", "C", "O", "C", "C", "C", "N", "N", "H", "H", "H", "H", "H", "H", "H", "H", "H", "H", "H", "H", "H", "H", "O", "H", "H", "O", "H", "H", "O", "H", "H", "O"],
  "coordinates": [[0.8508, 0.1855, -1.7986], [0.3787, -0.6236, -1.0481], [0.0436, -1.8520, -1.4392], [0.0295, -0.4285, 0.4242], [-1.2320, 0.4311, 0.6497], [-0.9899, 1.9317, 0.7103], [-0.4313, 2.6496, -0.5082], [-0.1555, -1.7343, 1.1786], [0.2802, -2.0443, -2.3610], [0.8720, 0.0220, 0.9276], [-1.7786, 0.0998, 1.5311], [-1.9859, 0.2532, -0.1294], [-0.4062, 2.2452, 1.5712], [-1.9637, 2.4052, 0.7932], [0.3991, 3.1887, -0.2419], [0.0035, 2.0459, -1.2223], [-1.1511, 3.2639, -0.8593], [0.3799, -1.6820, 2.0760], [-1.1280, -1.9436, 1.4291], [-0.0337, -2.6453, 0.6639], [2.6325, -1.6703, 2.7614], [1.9463, -0.5408, 3.6113], [1.9329, -1.0079, 2.7694], [2.3811, 1.0892, -0.6428], [3.1718, 2.2430, 0.1142], [2.3452, 1.7497, 0.0563], [-0.4971, 2.1464, -3.7653], [-1.6882, 1.3151, -3.4195], [-0.9030, 1.7020, -3.0075], [-1.8043, -4.1001, -0.0779], [-0.6518, -4.5388, -0.8102], [-0.8469, -4.1560, 0.0638]],
  "atomic_forces_ev_per_a": [[0.23, 0.30, 0.94], [-0.20, -0.95, -0.71], [-0.14, -0.33, 0.30], [-0.50, -0.42, 0.76], [-0.08, 0.17, -1.42], [-0.59, 0.69, 0.28], [1.43, -0.59, 0.89], [-0.76, -0.79, 0.03], [0.10, 0.38, -0.08], [0.37, 0.32, -0.06], [0.38, 0.37, 0.44], [0.32, -0.15, -0.20], [0.17, -0.17, -0.04], [-0.14, -0.12, 0.49], [-0.22, 0.24, 0.32], [-0.87, -0.25, -0.36], [0.06, 0.06, -0.76], [0.29, -0.09, -0.56], [-0.10, 0.76, 0.09], [0.71, 0.40, -0.23], [0.18, 0.13, 0.34], [0.32, -0.16, 0.13], [-0.47, -0.05, -0.27], [0.49, 0.26, -0.24], [0.08, -0.32, -0.22], [-0.65, 0.30, 0.41], [0.19, 0.01, 0.13], [-0.01, -0.02, 0.20], [-0.55, 0.22, -0.76], [-0.16, 0.08, 0.70], [0.77, -0.05, 0.44], [-0.66, -0.23, -1.01]],
  "homo_lumo_gap_ev": 12.3,
  "largest_force_ev_per_a": 1.79,
  "charge": 2,
  "relative_energy_kj_mol": 0.0,
  "total_energy_ha": -724.8187
}

***

No. 4
{
  "formula": "C4H21N2O5",
  "method": "ωB97M-V/def2-TZVPD",
  "elements": ["N", "C", "C", "O", "C", "N", "C", "H", "H", "H", "H", "H", "H", "H", "H", "H", "H", "H", "H", "H", "H", "H", "O", "H", "H", "O", "H", "H", "O", "H", "H", "O"],
  "coordinates": [[-1.4609, -0.7562, -0.4414], [-0.2012, -1.0500, 0.3209], [-0.4336, -2.2433, 1.2592], [-1.0321, -1.8332, 2.5292], [1.0127, -1.4721, -0.5948], [2.0961, -1.4746, 0.3631], [2.8665, -0.2400, 0.5106], [-1.8648, -1.7054, -0.6799], [-1.1190, -0.1938, -1.2536], [-2.0905, -0.1709, 0.1351], [0.1229, -0.0670, 0.7217], [0.5627, -2.6206, 1.3913], [-1.3140, -2.7963, 0.9375], [-0.3014, -1.7828, 3.1502], [0.7162, -2.4059, -1.1284], [1.2870, -0.6813, -1.3348], [2.8041, -2.1533, 0.1300], [2.1927, 0.5530, 0.8364], [3.2200, 0.1728, -0.4639], [3.7140, -0.2525, 1.1939], [0.7187, 3.5352, -2.0589], [1.8962, 2.5233, -2.0708], [1.0772, 2.7618, -2.4950], [-2.9015, 0.3554, 2.3394], [-3.9303, 0.0714, 1.1169], [-3.0821, 0.4135, 1.3959], [-1.7053, 1.5820, -2.6291], [-0.1031, 1.5763, -2.6259], [-0.9239, 1.0255, -2.6036], [0.8629, 3.9558, 0.4610], [-0.0253, 2.7211, 0.8124], [0.6539, 3.0478, 0.2229]],
  "atomic_forces_ev_per_a": [[1.15, -1.19, -0.65], [0.65, 0.09, -0.69], [-1.65, 2.59, 1.48], [0.99, 0.08, -0.34], [-0.83, 1.69, -0.16], [1.82, -1.27, 0.42], [-1.02, 1.59, -1.24], [0.16, 1.77, -0.12], [-0.84, -0.09, -0.55], [-0.20, -0.38, 0.27], [-0.40, -0.87, 0.56], [-0.07, -1.20, 0.16], [0.86, -1.02, -0.99], [-0.07, 0.13, 0.35], [0.98, 0.34, 0.56], [-0.87, -0.53, -0.03], [-0.26, -0.64, -0.07], [0.01, 0.09, 0.40], [0.11, -0.50, 0.28], [-0.25, -0.64, 0.05], [0.13, 0.03, 0.35], [0.32, 0.14, 0.40], [-0.21, -0.21, -1.04], [-0.52, -0.41, -0.02], [-0.47, -0.07, 0.79], [0.73, 0.56, -0.72], [0.20, 0.32, -0.18], [-0.51, 0.29, 0.01], [0.10, -0.86, 0.41], [-0.17, -0.03, 0.38], [-0.16, 0.31, 0.30], [0.30, -0.15, -0.37]],
  "homo_lumo_gap_ev": 9.8,
  "largest_force_ev_per_a": 3.41,
  "charge": 1,
  "relative_energy_kj_mol": 214.8,
  "total_energy_ha": -650.4499
}